Record 1
Molecular formula: CH5NO
Method: DFT, ωB97M-V with the def2-TZVPD basis set

The geometry in XYZ format:
```
8
Properties=species:S:1:pos:R:3:forces:R:3:mulliken_charge:R:1
N 0.51279 -0.79874 0.59394 0.0 1.0 0.6 -0.57
C -0.40021 0.26881 0.19553 -0.7 -0.1 1.1 -0.20
O -0.16686 0.81141 -1.05442 0.3 1.0 -0.9 -0.54
H 0.88022 -1.32199 -0.19304 -0.2 0.1 0.0 0.23
H 1.28639 -0.30272 1.02005 0.4 -0.5 -0.1 0.25
H -1.43825 -0.04037 0.36220 0.0 -0.4 -0.6 0.25
H -0.34420 1.13990 0.88472 0.5 -0.7 -0.2 0.25
H -0.32988 0.24370 -1.80898 -0.2 -0.4 0.3 0.31
```
Positions in Å, forces in eV/Å.

F_max   1.447 eV/Å
Net charge   0
SMILES string   NCO
E_HOMO   -9.733 eV
LUMO level   1.0 eV
Energy relative to the best compared isomer or geometry (same formula, charge and spin)   0.240 eV
Frontier orbital gap   10.72 eV

Record 2
Molecular formula: C15H13N5O2S4W
Method: DFT, ωB97M-V with the def2-TZVPD basis set

The geometry in XYZ format:
```
40
Properties=species:S:1:pos:R:3:forces:R:3:mulliken_charge:R:1
W 0.29153 0.10786 0.28493 1.2 1.5 -0.8 -0.25
N -1.28021 0.09241 -4.14464 0.0 -0.4 0.2 -0.60
C -1.01451 0.01961 -2.77302 1.0 1.5 0.5 0.59
S 0.04666 1.24474 -2.12895 -0.5 -0.8 -0.2 -0.44
N -1.58410 -0.89371 -2.07329 -1.0 -0.9 -0.5 -1.61
N -1.26741 -0.94347 -0.75472 -1.1 -1.9 1.3 1.19
C -1.92886 -1.87103 -0.03147 0.6 2.0 -2.9 -0.41
C -1.42982 -2.07808 1.25712 0.6 -0.3 2.4 0.55
C -2.06078 -2.77307 2.29270 0.1 0.7 -2.4 -1.12
C -1.55490 -2.61243 3.59374 1.1 0.3 1.5 -0.13
C -0.41927 -1.90945 3.83800 -0.8 -0.4 -0.4 -0.84
C 0.37208 -1.33310 2.72392 1.3 0.7 0.8 0.33
N -0.23532 -1.41916 1.43815 -1.3 -1.2 0.4 0.39
H -0.55166 0.62225 -4.60089 0.0 -0.1 0.0 0.27
H -1.39194 -0.83053 -4.54705 -0.1 0.1 0.0 0.25
H -2.77051 -2.39265 -0.46795 0.1 -0.1 -0.1 0.35
H -2.98039 -3.30438 2.09922 -0.1 0.0 0.0 0.37
H -2.10208 -3.05067 4.42362 0.0 0.0 0.0 0.33
H -0.05311 -1.73352 4.83832 0.0 0.0 0.1 0.33
H 1.40071 -1.74869 2.71685 -0.4 0.0 -0.1 0.19
S 3.73645 -0.91255 1.34474 0.6 -0.2 0.9 -0.49
C 2.48548 -0.46779 0.32315 0.2 -0.8 -1.5 0.31
S 0.70988 0.54128 2.80815 -0.1 -0.9 -0.4 -0.39
S 1.75427 -1.64860 -0.88184 -0.3 0.6 0.7 -0.49
O -1.66521 1.06902 0.98872 0.0 -0.3 0.2 -0.41
C -1.10641 2.18436 1.01591 -1.2 1.0 0.3 -0.16
O 0.03874 2.35966 0.56777 0.4 -0.1 -0.2 -0.38
H -1.66386 3.05319 1.44411 0.3 -0.3 -0.2 0.29
N 2.18885 0.78314 -0.11939 -0.3 -0.3 0.5 0.38
C 3.03659 1.87859 -0.18093 0.0 0.3 -0.2 -0.23
C 3.38026 2.33715 -1.45892 -0.2 -0.2 0.2 -0.32
C 4.19676 3.43463 -1.61709 0.2 0.2 -0.1 -0.73
C 4.69080 4.09932 -0.50577 0.1 0.2 0.0 -0.31
C 4.36784 3.64334 0.76220 0.2 0.1 0.1 -0.65
C 3.56297 2.53317 0.93447 -0.3 -0.2 0.0 0.10
H 2.98175 1.80994 -2.31336 -0.1 -0.1 0.0 0.40
H 4.46068 3.76756 -2.61347 0.0 0.1 -0.1 0.32
H 5.31661 4.97595 -0.62586 0.1 0.0 0.0 0.34
H 4.76059 4.16494 1.62760 0.0 0.0 0.1 0.32
H 3.30570 2.17407 1.92088 0.0 -0.1 0.0 0.38
```
Positions in Å, forces in eV/Å.

F_max   3.537 eV/Å
Net charge   -2
E_HOMO (spin up / spin down)   -0.037 / -0.038 eV
LUMO level (spin up / spin down)   5.0 / 5.0 eV
Frontier orbital gap (spin up / spin down)   5.01 / 5.01 eV

Record 3
Molecular formula: H2N2P2
Method: DFT, ωB97M-V with the def2-TZVPD basis set

The geometry in XYZ format:
```
6
Properties=species:S:1:pos:R:3:forces:R:3:mulliken_charge:R:1
N 0.07838 -0.26935 0.83288 0.4 2.9 -3.4 -0.19
N 0.09449 0.70821 -0.23982 -1.7 -2.4 4.7 -0.10
P -1.15843 -1.27164 0.90965 0.1 0.5 -0.7 0.09
P 1.03661 0.83058 -1.43504 0.4 1.7 -2.0 0.04
H -0.54832 -1.60873 2.07172 -0.1 -1.3 1.6 0.08
H 0.38681 2.17680 -1.77349 1.1 -1.4 -0.2 0.07
```
Positions in Å, forces in eV/Å.

F_max   5.546 eV/Å
Net charge   0
SMILES string   [H]/P=N/N=P/[H]
E_HOMO   -8.835 eV
LUMO level   -0.6 eV
Energy relative to the best compared isomer or geometry (same formula, charge and spin)   3.089 eV
Frontier orbital gap   8.21 eV

Record 4
Molecular formula: C8H19ClN4
Method: DFT, ωB97M-V with the def2-TZVPD basis set

The geometry in XYZ format:
```
32
Properties=species:S:1:pos:R:3:forces:R:3:mulliken_charge:R:1
C -3.51793 -0.17294 0.27857 -2.3 -2.0 0.7 -0.90
C 1.63984 0.90786 -1.06759 3.0 -0.2 2.3 -0.66
C 1.28065 0.14817 1.19050 -0.3 2.8 -0.3 -0.73
C -3.03115 1.12201 -0.26221 0.5 0.4 -3.2 -0.51
C 2.84043 -0.19643 -1.16631 -1.9 3.4 1.7 -0.81
C 2.33024 -0.88816 1.06200 -0.7 0.0 3.6 -0.78
C -0.62013 0.14520 -0.44301 -2.5 -1.8 1.7 -0.72
C -1.47934 -1.29201 0.25563 1.1 1.3 -1.2 -0.29
N -2.81667 -1.42900 -0.17252 -0.9 2.5 0.3 -0.28
N 0.66058 0.42438 -0.12551 2.3 0.4 1.4 0.38
N 3.37983 -0.44344 0.18566 2.2 1.5 1.2 -0.09
N -1.56662 1.35957 0.01934 0.7 -0.1 -0.1 -0.23
Cl -0.49516 -2.75764 0.03203 -0.3 0.8 0.0 -0.14
H -3.50333 -0.04787 1.34518 -0.1 -0.8 0.9 0.36
H -4.58835 -0.45201 -0.01848 1.2 1.4 0.5 0.44
H 2.06979 1.99568 -0.83114 -0.8 -2.3 -0.2 0.32
H 1.27748 0.91958 -2.02019 -1.3 0.3 -2.6 0.42
H 0.48860 0.01458 1.94514 0.7 -0.5 -0.2 0.44
H 1.91122 1.07421 1.53852 -1.5 -1.0 -0.5 0.30
H -3.23694 0.94921 -1.33142 1.0 0.8 -0.2 0.34
H -3.42039 2.10506 -0.07083 -1.3 -0.1 0.8 0.46
H 2.50219 -1.05208 -1.64235 -0.6 -1.9 -0.5 0.39
H 3.59950 0.24455 -1.68946 2.0 0.9 -1.7 0.49
H 2.65415 -1.08945 2.13517 0.2 -0.1 -1.6 0.35
H 1.97455 -1.73055 0.57394 -0.9 -2.0 -0.3 0.41
H -0.73558 -0.05840 -1.47043 -0.5 0.4 -1.4 0.60
H -1.62089 -1.04183 1.30141 0.7 -0.3 0.4 0.44
H -3.21583 -1.63564 -1.10287 1.5 -0.3 0.4 0.32
H 4.04077 -1.21944 0.22095 0.6 0.2 -0.5 0.37
H 3.90997 0.42927 0.59415 -1.2 -1.8 -1.1 0.45
H -1.20228 2.33302 -0.33259 -0.9 -2.3 0.8 0.43
H -1.50920 1.33454 1.06873 0.2 0.5 -1.1 0.44
```
Positions in Å, forces in eV/Å.

F_max   4.212 eV/Å
Net charge   +2
SMILES string   Cl[C@@H]1NCC[NH2+][C@H]1N1CC[NH2+]CC1
E_HOMO   -15.898 eV
LUMO level   -6.1 eV
Frontier orbital gap   9.82 eV

Record 5
Molecular formula: C15H26O2
Method: DFT, ωB97M-V with the def2-TZVPD basis set

The geometry in XYZ format:
```
43
Properties=species:S:1:pos:R:3:forces:R:3:mulliken_charge:R:1
O -2.06227 0.23611 1.41106 -1.8 1.8 -0.2 -0.62
O -0.61028 -1.22777 1.01152 2.2 -1.7 -0.6 -0.54
C -2.33337 -0.54548 -3.05966 -0.1 -1.0 0.4 -1.46
C -1.80847 -2.80367 -2.13961 0.9 0.9 0.6 -1.68
C 1.25517 0.30990 3.09052 0.6 0.0 -0.3 -0.72
C -0.25752 0.34196 2.87083 1.2 0.2 -1.1 -0.95
C 2.60199 1.30039 -0.42177 0.1 0.3 -0.3 -2.02
C 2.09743 0.96691 1.94871 -0.9 -1.1 0.4 -1.56
C -0.16489 2.53424 0.58832 0.3 0.1 0.2 -1.82
C 1.63203 -0.91840 0.15302 -0.7 0.5 -0.1 -2.11
C -1.78628 -1.27198 -1.80551 -0.5 -1.1 -0.8 0.43
C -0.38621 0.73651 -1.08422 0.0 0.5 0.3 -2.15
C -0.67925 0.12787 1.40259 -0.3 -0.4 0.1 0.64
C 1.60802 0.60881 0.50393 -0.2 0.2 0.6 2.18
C 0.09479 1.04560 0.36588 -0.5 -0.2 -0.7 1.08
C 0.22719 -1.47718 -0.14356 0.1 0.9 0.2 -0.04
C -0.37591 -0.76417 -1.36740 -0.2 -0.2 -0.4 0.29
H -2.37853 -0.61306 1.76336 0.1 0.4 -0.3 0.48
H -3.27051 -1.02196 -3.41672 0.5 0.2 0.4 0.43
H -2.55259 0.46851 -2.81484 -0.1 0.9 -0.2 0.37
H -1.63459 -0.60463 -3.88736 0.3 0.1 -0.1 0.32
H -2.75768 -3.14517 -2.51979 -0.4 0.1 -0.1 0.49
H -1.04516 -3.04328 -2.89107 0.0 0.0 0.2 0.33
H -1.60527 -3.35007 -1.22323 0.1 -0.4 0.0 0.34
H 1.61955 -0.72896 3.19131 -0.3 0.3 0.1 0.29
H 1.41720 0.82697 4.04510 0.4 -0.2 -0.2 0.42
H -0.65434 1.30858 3.18015 -0.1 0.0 0.0 0.35
H -0.69919 -0.42389 3.48554 -0.5 -0.3 0.1 0.47
H 2.68891 2.36602 -0.17174 0.1 -0.2 -0.2 0.39
H 3.61115 0.85087 -0.36242 -0.5 0.1 0.4 0.44
H 2.32707 1.17960 -1.46829 -0.1 0.2 -0.1 0.46
H 3.12301 0.64543 2.04785 0.4 -0.4 0.0 0.46
H 2.16306 2.03263 2.11896 -0.3 0.5 -0.4 0.42
H -0.00995 2.75363 1.63901 -0.1 0.4 0.2 0.44
H 0.57268 3.12197 0.01409 -0.4 -0.2 0.2 0.39
H -1.18381 2.85737 0.29608 0.5 -0.4 0.2 0.32
H 2.22242 -1.08932 -0.74090 0.3 0.0 -0.1 0.59
H 2.09348 -1.44153 0.96556 0.2 -0.6 0.5 0.32
H -2.53442 -1.11512 -1.00781 0.5 0.1 0.0 0.14
H 0.21339 1.33378 -1.83102 -0.5 -0.6 0.8 0.16
H -1.41213 1.09418 -1.17822 0.0 0.1 0.1 0.65
H 0.30583 -2.54507 -0.36222 -0.3 0.0 0.6 0.83
H 0.32827 -0.91714 -2.19601 -0.2 -0.4 -0.1 0.77
```
Positions in Å, forces in eV/Å.

F_max   2.894 eV/Å
Net charge   0
SMILES string   CC(C)[C@H]1C[C@]2(C)[C@@]3(C)CCC[C@]2(O)O[C@@H]1C3
E_HOMO   -9.312 eV
LUMO level   0.8 eV
Energy relative to the best compared isomer or geometry (same formula, charge and spin)   1.146 eV
Frontier orbital gap   10.13 eV